No. 1
The following is a quantum chemistry calculation of a molecular structure, C50H60FN3O4S2 at a distorted geometry, from the Open Molecules 2025 dataset.

Each line ends with the Mulliken charge.
Geometry (Å):
1 C 1.67 2.05 5.07  -2.13
2 C 2.27 2.00 3.68  2.88
3 C 1.42 2.87 2.73  -1.41
4 C 3.66 2.65 3.77  -1.84
5 C 2.46 0.58 3.07  -0.07
6 C 2.97 0.58 1.77  -0.90
7 C 3.17 -0.60 1.07  -1.80
8 C 2.98 -1.83 1.70  -0.85
9 C 2.73 -1.89 3.08  -0.09
10 C 3.16 -3.21 3.81  2.43
11 C 2.03 -4.01 4.43  -1.50
12 C 4.23 -2.83 4.84  -1.74
13 C 3.82 -4.19 2.84  -2.27
14 C 2.24 -0.69 3.71  1.11
15 N 1.19 -0.82 4.69  1.26
16 C -0.17 -0.57 4.39  -0.29
17 C -0.63 0.38 3.52  -1.41
18 C -2.01 0.66 3.16  -0.01
19 C -2.87 1.32 4.07  0.10
20 C -4.21 1.50 3.73  -0.88
21 C -4.69 1.13 2.47  -0.63
22 C -3.82 0.58 1.53  -0.67
23 C -2.48 0.35 1.84  -0.41
24 N -0.89 -1.45 5.19  1.81
25 C -2.35 -1.59 5.14  -1.61
26 C -2.90 -2.23 4.01  0.09
27 C -2.11 -3.14 3.02  2.88
28 C -2.88 -3.26 1.70  -2.05
29 C -2.03 -4.53 3.66  -1.99
30 C -0.72 -2.69 2.62  -0.41
31 C -4.29 -2.25 3.89  -0.03
32 C -5.13 -2.03 4.97  -1.40
33 C -4.59 -1.56 6.13  -0.33
34 C -3.26 -1.18 6.16  -0.15
35 C -2.95 -0.24 7.31  2.95
36 C -3.95 0.91 7.46  -1.58
37 C -1.65 0.35 6.94  -0.65
38 C -2.89 -1.04 8.63  -1.65
39 C -0.01 -1.97 6.16  -1.31
40 C 1.24 -1.54 5.88  -1.30
41 H 2.23 1.44 5.78  0.26
42 H 1.69 3.09 5.41  0.67
43 H 0.62 1.73 5.04  0.20
44 H 1.89 2.96 1.74  0.37
45 H 0.42 2.45 2.61  0.12
46 H 1.32 3.88 3.15  0.51
47 H 4.16 2.70 2.79  0.34
48 H 3.59 3.67 4.16  0.48
49 H 4.32 2.08 4.44  0.40
50 H 3.18 1.54 1.28  0.34
51 H 3.48 -0.57 0.03  0.42
52 H 3.16 -2.73 1.12  0.58
53 H 1.21 -4.14 3.71  0.24
54 H 2.41 -5.02 4.68  0.67
55 H 1.64 -3.60 5.36  0.29
56 H 5.12 -2.44 4.31  0.42
57 H 3.90 -2.06 5.54  0.21
58 H 4.55 -3.71 5.40  0.43
59 H 4.68 -3.76 2.32  0.48
60 H 4.17 -5.07 3.40  0.44
61 H 3.09 -4.55 2.10  0.48
62 H 0.09 0.55 2.71  1.25
63 H -2.42 1.78 4.97  1.04
64 H -4.88 1.91 4.48  0.41
65 H -5.75 1.19 2.28  0.43
66 H -4.19 0.27 0.57  0.40
67 H -1.76 -0.01 1.09  0.44
68 H -3.11 -2.26 1.33  0.36
69 H -2.26 -3.77 0.96  0.45
70 H -3.80 -3.84 1.81  0.44
71 H -1.44 -4.50 4.58  0.31
72 H -3.03 -4.91 3.90  0.43
73 H -1.55 -5.24 2.97  0.45
74 H -0.06 -2.62 3.48  -1.19
75 H -0.28 -3.45 1.97  1.05
76 H -0.75 -1.73 2.09  -0.30
77 H -4.75 -2.53 2.93  0.27
78 H -6.20 -2.19 4.88  0.46
79 H -5.20 -1.39 7.02  0.59
80 H -4.94 0.53 7.74  0.55
81 H -3.62 1.61 8.25  0.00
82 H -4.01 1.47 6.52  0.08
83 H -0.87 -0.39 6.82  -0.39
84 H -1.57 1.21 6.24  -0.13
85 H -1.22 0.97 8.09  0.74
86 H -2.16 -1.86 8.56  0.24
87 H -2.63 -0.44 9.52  0.47
88 H -3.87 -1.49 8.83  0.46
89 H -0.35 -2.45 7.06  0.75
90 H 2.15 -1.70 6.44  0.85
91 C -3.87 5.06 10.84  -0.49
92 C -3.32 5.11 12.14  -0.53
93 C -2.79 3.95 12.72  -0.49
94 C -2.81 2.74 12.02  0.11
95 S -2.29 1.25 12.88  1.05
96 N -0.70 1.52 12.92  -0.39
97 F -0.23 1.56 8.15  -0.50
98 S 0.38 0.33 13.35  1.11
99 C 1.87 0.86 12.50  0.18
100 C 2.31 0.27 11.29  -0.27
101 C 3.61 0.57 10.82  -0.44
102 C 4.44 1.46 11.52  -0.43
103 C 4.00 1.99 12.75  -0.48
104 C 2.73 1.69 13.23  -0.46
105 O 0.70 0.49 14.74  -0.68
106 O 0.08 -0.94 12.73  -0.68
107 O -2.84 1.37 14.22  -0.69
108 O -2.71 0.21 11.96  -0.60
109 C -3.45 2.66 10.76  -0.10
110 C -3.96 3.83 10.16  -0.46
111 H -4.25 5.96 10.38  0.35
112 H -3.30 6.05 12.69  0.35
113 H -2.40 3.97 13.74  0.40
114 H 1.68 -0.43 10.76  0.46
115 H 3.98 0.10 9.89  0.31
116 H 5.45 1.69 11.16  0.35
117 H 4.66 2.64 13.35  0.34
118 H 2.42 2.07 14.20  0.39
119 H -3.59 1.68 10.29  0.57
120 H -4.42 3.78 9.17  0.33

Highest occupied orbital energy, eV: -7.04
Orbital gap, Eh: 0.092
Total energy, eV: -89861.59167

---

No. 2
The following is a quantum chemistry calculation of a molecular structure, C50H66AuNP2S2Si at a distorted geometry, from the Open Molecules 2025 dataset.

Each line ends with the Mulliken spin population.
Geometry (Å):
1 Au 0.33 -0.06 -0.96  0.07
2 C -2.49 4.05 -1.71  0.02
3 Si -1.54 2.57 -0.96  -0.01
4 C -2.87 1.37 -0.30  0.04
5 C -3.85 1.98 0.48  0.00
6 C -4.97 1.32 0.92  0.00
7 C -5.14 -0.02 0.61  0.00
8 C -4.17 -0.66 -0.14  0.00
9 C -3.05 0.01 -0.62  -0.04
10 P -1.80 -0.92 -1.55  0.13
11 C -1.97 -2.75 -1.21  0.03
12 C -1.73 -2.94 0.29  0.01
13 C -1.63 -4.42 0.68  0.00
14 C -2.67 -5.28 -0.05  0.00
15 C -3.80 -4.41 -0.60  0.00
16 C -3.25 -3.48 -1.69  0.01
17 C -2.02 -0.66 -3.38  -0.04
18 C -0.82 -1.28 -4.14  0.03
19 C -1.24 -2.48 -4.99  0.00
20 C -2.26 -2.06 -6.05  0.00
21 C -3.18 -0.94 -5.54  0.00
22 C -3.35 -1.06 -4.02  0.01
23 C -0.35 3.28 0.35  -0.02
24 C -0.04 4.63 0.22  0.01
25 C 0.97 5.23 0.96  0.00
26 C 1.71 4.47 1.85  0.00
27 C 1.42 3.13 2.00  0.00
28 C 0.41 2.52 1.26  -0.01
29 P 0.04 0.74 1.49  0.06
30 C -1.39 0.81 2.71  0.00
31 C -1.08 1.59 3.99  0.00
32 C -2.37 1.83 4.77  0.00
33 C -3.19 0.54 4.94  0.00
34 C -2.41 -0.69 4.49  0.00
35 C -1.98 -0.57 3.03  -0.01
36 C 1.65 0.07 2.18  -0.02
37 C 2.01 -1.33 1.67  -0.01
38 C 1.54 -2.48 2.56  0.01
39 C 2.09 -2.30 3.97  0.00
40 C 1.58 -0.98 4.53  0.00
41 C 2.02 0.19 3.66  0.00
42 H -2.89 4.72 -0.95  0.00
43 H -1.83 4.63 -2.35  0.00
44 H -3.32 3.71 -2.31  0.00
45 H -3.72 3.03 0.73  0.00
46 H -5.72 1.84 1.50  0.00
47 H -6.01 -0.57 0.94  0.00
48 H -4.30 -1.71 -0.36  0.00
49 H -1.10 -3.16 -1.74  0.04
50 H -0.81 -2.42 0.57  -0.02
51 H -2.54 -2.48 0.85  0.00
52 H -0.63 -4.80 0.46  0.00
53 H -1.77 -4.49 1.76  0.00
54 H -2.21 -5.81 -0.88  0.00
55 H -3.09 -6.02 0.63  0.00
56 H -4.58 -5.04 -1.04  0.00
57 H -4.26 -3.84 0.21  0.00
58 H -3.01 -4.08 -2.56  0.00
59 H -4.02 -2.77 -1.98  0.00
60 H -1.94 0.44 -3.44  0.01
61 H -0.39 -0.52 -4.79  0.00
62 H -0.04 -1.58 -3.43  0.01
63 H -0.35 -2.89 -5.48  0.00
64 H -1.65 -3.26 -4.35  0.00
65 H -1.74 -1.72 -6.95  0.00
66 H -2.85 -2.93 -6.33  0.00
67 H -2.76 0.03 -5.78  0.00
68 H -4.15 -1.01 -6.03  0.00
69 H -4.15 -0.40 -3.67  0.00
70 H -3.63 -2.09 -3.81  0.00
71 H -0.60 5.23 -0.47  0.00
72 H 1.17 6.29 0.83  0.00
73 H 2.49 4.92 2.43  0.00
74 H 2.01 2.57 2.71  0.00
75 H -2.13 1.40 2.14  0.00
76 H -0.39 1.04 4.61  0.00
77 H -0.63 2.56 3.73  0.00
78 H -2.11 2.26 5.74  0.00
79 H -2.98 2.57 4.24  0.00
80 H -3.47 0.41 5.99  0.00
81 H -4.12 0.60 4.37  0.00
82 H -1.55 -0.83 5.14  0.00
83 H -3.04 -1.58 4.61  0.00
84 H -1.25 -1.35 2.81  0.00
85 H -2.85 -0.74 2.39  0.00
86 H 2.31 0.74 1.61  0.00
87 H 1.61 -1.46 0.65  0.02
88 H 3.10 -1.39 1.59  0.00
89 H 0.45 -2.51 2.61  0.00
90 H 1.88 -3.42 2.13  0.00
91 H 1.78 -3.13 4.60  0.00
92 H 3.19 -2.29 3.95  0.00
93 H 0.49 -1.02 4.58  0.00
94 H 1.96 -0.82 5.54  0.00
95 H 1.64 1.12 4.09  0.00
96 H 3.11 0.25 3.71  0.00
97 N 2.44 0.43 -1.26  0.01
98 S 3.72 0.74 -0.37  0.00
99 C 5.09 -0.24 -1.07  0.00
100 C 5.74 -1.14 -0.23  0.00
101 C 6.79 -1.89 -0.72  0.00
102 C 7.18 -1.76 -2.04  0.00
103 C 6.51 -0.88 -2.88  0.00
104 C 5.47 -0.11 -2.39  0.00
105 C 4.35 2.37 -0.86  0.01
106 C 5.66 2.68 -0.55  0.00
107 C 6.17 3.91 -0.92  0.00
108 C 5.37 4.81 -1.60  0.00
109 C 4.05 4.50 -1.88  0.00
110 C 3.53 3.27 -1.50  -0.01
111 H 2.55 0.73 -2.23  0.00
112 H 5.42 -1.23 0.80  0.00
113 H 7.32 -2.55 -0.06  0.00
114 H 8.01 -2.34 -2.42  0.00
115 H 6.82 -0.77 -3.91  0.00
116 H 4.96 0.59 -3.04  0.00
117 H 6.28 1.96 -0.02  0.00
118 H 7.20 4.15 -0.69  0.00
119 H 5.78 5.76 -1.91  0.00
120 H 3.42 5.20 -2.41  0.00
121 H 2.50 3.03 -1.71  -0.01
122 S 0.42 2.29 -3.41  0.14
123 C -0.51 1.67 -2.19  0.50

Highest occupied orbital energy (spin up / spin down), eV: -8.91 / -9.47
Orbital gap (spin up / spin down), Eh: 0.210 / 0.233
Spin multiplicity: 2
Total energy, eV: -106224.28971
Charge: +1
ΔE to the lowest compared entry with this formula, charge and spin, kcal/mol: 0.00

---

No. 3
The following is a quantum chemistry calculation of a molecular structure, C50H70CsGeN7OP3S at a distorted geometry, from the Open Molecules 2025 dataset.

Each line ends with the Mulliken spin population.
Geometry (Å):
1 Cs -0.65 -0.10 0.26  -0.32
2 C 5.57 -0.99 -1.14  0.00
3 C 4.43 -0.49 -2.03  0.01
4 C 4.57 1.03 -2.20  -0.01
5 P 2.75 -0.90 -1.30  -0.02
6 C 1.71 -0.86 -2.86  0.07
7 N 1.53 0.47 -3.40  0.12
8 Ge 0.33 1.76 -2.42  0.71
9 N 0.40 3.97 -1.81  0.37
10 C 0.32 4.35 -0.42  -0.03
11 P 0.71 2.92 0.71  -0.09
12 C 2.54 2.66 0.43  -0.04
13 C 3.15 1.99 1.66  0.01
14 C 3.38 3.84 -0.05  0.00
15 C 0.59 3.77 2.37  0.02
16 C 1.24 5.14 2.54  0.00
17 C -0.90 3.82 2.76  0.01
18 C 1.21 4.72 -2.59  -0.05
19 C 1.65 6.03 -2.29  0.09
20 C 2.61 6.65 -3.06  -0.03
21 C 3.20 5.97 -4.12  0.07
22 C 2.72 4.71 -4.48  -0.06
23 C 1.68 4.14 -3.79  0.00
24 N 0.95 2.96 -4.21  -0.04
25 C 1.65 2.07 -5.13  0.02
26 C 1.95 2.42 -6.44  0.00
27 C 2.67 1.58 -7.26  0.00
28 C 3.09 0.36 -6.75  0.00
29 C 2.75 -0.04 -5.48  0.01
30 C 1.98 0.79 -4.64  0.01
31 C -0.33 3.38 -4.81  0.01
32 C -0.46 4.48 -5.64  -0.02
33 C -1.65 4.73 -6.31  0.01
34 C -2.71 3.85 -6.14  -0.01
35 C -2.61 2.77 -5.28  0.02
36 C -1.43 2.53 -4.55  -0.01
37 N -1.25 1.57 -3.60  0.14
38 C -2.34 0.70 -3.22  0.06
39 P -3.22 0.99 -1.56  -0.04
40 C -3.88 2.75 -1.41  0.00
41 C -4.01 3.00 0.10  0.00
42 C -3.03 3.87 -2.01  -0.02
43 C -4.85 0.19 -2.02  0.00
44 C -4.71 -1.29 -2.40  0.00
45 C -5.85 0.32 -0.87  0.00
46 C 2.96 -2.74 -1.03  0.00
47 C 3.15 -3.60 -2.28  0.00
48 C 1.82 -3.28 -0.16  0.00
49 H 6.51 -0.53 -1.46  0.00
50 H 5.70 -2.07 -1.18  0.00
51 H 5.40 -0.70 -0.10  0.00
52 H 4.50 -0.97 -3.01  0.00
53 H 4.71 1.50 -1.23  0.00
54 H 3.69 1.47 -2.67  -0.01
55 H 5.44 1.26 -2.82  0.00
56 H 0.74 -1.28 -2.59  -0.04
57 H 2.16 -1.53 -3.58  0.00
58 H -0.69 4.69 -0.16  0.01
59 H 1.03 5.15 -0.19  0.00
60 H 2.55 1.91 -0.37  0.06
61 H 3.27 2.71 2.48  0.00
62 H 4.14 1.59 1.42  0.00
63 H 2.53 1.16 2.01  0.00
64 H 3.35 4.68 0.65  0.00
65 H 3.05 4.20 -1.03  0.00
66 H 4.42 3.53 -0.15  0.00
67 H 1.08 3.07 3.06  0.00
68 H 0.76 5.90 1.92  0.00
69 H 2.30 5.12 2.30  0.00
70 H 1.15 5.46 3.58  0.00
71 H -1.45 4.47 2.08  0.00
72 H -1.02 4.21 3.77  0.00
73 H -1.35 2.83 2.72  0.00
74 H 1.20 6.57 -1.47  0.00
75 H 2.91 7.66 -2.83  0.00
76 H 4.00 6.43 -4.69  0.00
77 H 3.17 4.20 -5.32  0.00
78 H 1.60 3.37 -6.83  0.00
79 H 2.90 1.87 -8.28  0.00
80 H 3.69 -0.31 -7.37  0.00
81 H 3.06 -1.01 -5.13  0.00
82 H 0.38 5.15 -5.77  0.00
83 H -1.73 5.59 -6.96  0.00
84 H -3.63 4.01 -6.68  0.00
85 H -3.46 2.12 -5.17  0.00
86 H -1.96 -0.31 -3.07  -0.02
87 H -3.10 0.64 -4.00  0.00
88 H -4.87 2.78 -1.86  0.00
89 H -3.02 3.11 0.54  0.00
90 H -4.52 2.18 0.61  0.00
91 H -4.57 3.92 0.28  0.00
92 H -1.98 3.75 -1.77  0.00
93 H -3.36 4.83 -1.61  0.00
94 H -3.13 3.91 -3.09  0.00
95 H -5.23 0.74 -2.89  0.00
96 H -4.38 -1.87 -1.55  0.00
97 H -4.01 -1.45 -3.22  0.00
98 H -5.68 -1.68 -2.71  0.00
99 H -5.43 -0.10 0.05  0.00
100 H -6.76 -0.24 -1.10  0.00
101 H -6.14 1.35 -0.68  0.00
102 H 3.87 -2.80 -0.43  0.00
103 H 2.23 -3.63 -2.87  0.00
104 H 3.38 -4.62 -1.98  0.00
105 H 3.96 -3.23 -2.91  0.00
106 H 0.88 -3.29 -0.70  0.00
107 H 1.70 -2.68 0.74  0.00
108 H 2.04 -4.31 0.15  0.00
109 S -1.61 -2.58 -1.34  0.00
110 C -2.59 -2.85 0.05  0.00
111 C -3.23 -4.09 0.24  0.00
112 C -4.03 -4.28 1.35  0.00
113 C -4.18 -3.24 2.27  0.00
114 C -3.51 -2.06 2.01  0.00
115 N -2.73 -1.86 0.95  0.00
116 H -3.10 -4.86 -0.50  0.00
117 H -4.53 -5.23 1.50  0.00
118 H -4.80 -3.35 3.15  0.00
119 H -3.60 -1.22 2.70  0.00
120 N -0.68 -3.18 7.79  0.00
121 C -1.31 -3.54 6.64  0.00
122 O -2.22 -4.34 6.61  0.00
123 C -0.80 -2.87 5.39  0.00
124 C -0.82 -3.58 4.19  0.00
125 C -0.34 -2.97 3.05  0.00
126 N 0.12 -1.72 3.03  0.00
127 C 0.11 -1.04 4.17  0.00
128 C -0.32 -1.57 5.38  0.00
129 H -0.95 -3.63 8.64  0.00
130 H 0.16 -2.62 7.79  0.00
131 H -1.23 -4.58 4.17  0.00
132 H -0.34 -3.50 2.10  0.00
133 H 0.48 -0.01 4.12  0.00
134 H -0.31 -0.96 6.27  0.00

Highest occupied orbital energy (spin up / spin down), eV: -6.63 / -6.63
Orbital gap (spin up / spin down), Eh: 0.244 / 0.166
Spin multiplicity: 2
Total energy, eV: -161230.63054
ΔE to the lowest compared entry with this formula, charge and spin, kcal/mol: 37.39